No. 1
{"formula": "C43H48AsN9OSeV", "method": "wB97M-V/def2-TZVPD", "spin_multiplicity": 2, "charge": 4, "e_homo_ev": [-17.7, -17.7], "s2": 0.76, "relative_energy_kcal_mol": 15.14, "species": ["V", "C", "N", "C", "C", "N", "C", "C", "C", "C", "C", "C", "C", "C", "C", "N", "C", "N", "C", "C", "N", "C", "C", "C", "N", "C", "C", "H", "H", "H", "H", "H", "H", "H", "H", "H", "H", "H", "H", "H", "H", "H", "H", "H", "H", "H", "H", "H", "H", "H", "H", "H", "H", "H", "H", "H", "H", "O", "As", "C", "C", "C", "C", "C", "C", "C", "C", "C", "C", "C", "C", "C", "C", "C", "C", "C", "C", "H", "H", "H", "H", "H", "H", "H", "H", "H", "H", "H", "H", "H", "H", "H", "Se", "N", "C", "C", "C", "C", "N", "C", "N", "H", "H", "H"], "xyz": [[-0.067, 0.019, 0.236], [1.279, 4.834, 2.340], [1.275, 3.379, 2.053], [2.452, 2.641, 2.531], [0.363, 2.805, 1.286], [0.723, 1.698, 0.480], [1.871, 1.909, -0.428], [2.116, 3.183, -0.851], [3.136, 3.472, -1.780], [3.855, 2.454, -2.318], [3.597, 1.108, -1.951], [4.324, 0.067, -2.583], [4.080, -1.238, -2.290], [3.111, -1.558, -1.320], [2.429, -0.586, -0.656], [1.500, -0.988, 0.406], [1.922, -1.966, 1.315], [3.182, -1.989, 1.724], [3.901, -3.249, 2.011], [4.022, -0.792, 1.785], [1.046, -2.884, 1.717], [1.139, -3.531, 3.040], [-0.013, -3.416, 0.846], [2.612, 0.802, -0.970], [-0.881, 3.258, 1.211], [-1.523, 4.043, 2.280], [-1.744, 3.088, 0.041], [2.284, 5.198, 2.137], [1.033, 5.044, 3.379], [0.593, 5.356, 1.682], [3.129, 3.354, 2.994], [2.978, 2.180, 1.701], [2.173, 1.897, 3.276], [1.503, 4.004, -0.489], [3.324, 4.498, -2.071], [4.627, 2.653, -3.052], [5.070, 0.333, -3.321], [4.624, -2.028, -2.790], [2.924, -2.600, -1.076], [3.370, -4.091, 1.581], [4.048, -3.400, 3.078], [4.876, -3.180, 1.533], [3.398, 0.089, 1.798], [4.701, -0.753, 0.933], [4.608, -0.831, 2.702], [1.729, -2.922, 3.719], [1.562, -4.531, 2.978], [0.127, -3.621, 3.430], [0.059, -2.996, -0.150], [-0.995, -3.195, 1.259], [0.102, -4.499, 0.790], [-1.578, 5.099, 2.020], [-0.993, 3.913, 3.215], [-2.536, 3.661, 2.394], [-1.225, 2.603, -0.770], [-2.075, 4.067, -0.304], [-2.624, 2.514, 0.315], [-1.462, -0.744, 0.832], [-3.065, -0.614, 1.688], [-3.498, -2.205, 2.587], [-2.560, -2.784, 3.442], [-2.961, -3.815, 4.268], [-4.292, -4.238, 4.255], [-5.222, -3.635, 3.420], [-4.832, -2.609, 2.567], [-2.669, 0.602, 3.095], [-1.378, 0.649, 3.619], [-1.171, 1.238, 4.860], [-2.243, 1.776, 5.565], [-3.527, 1.729, 5.035], [-3.749, 1.126, 3.804], [-4.311, -0.264, 0.339], [-4.586, -1.340, -0.514], [-5.512, -1.152, -1.528], [-6.152, 0.077, -1.673], [-5.875, 1.132, -0.810], [-4.946, 0.969, 0.204], [-1.541, -2.422, 3.481], [-2.250, -4.284, 4.936], [-4.603, -5.040, 4.911], [-6.253, -3.963, 3.425], [-5.560, -2.151, 1.913], [-0.541, 0.174, 3.127], [-0.179, 1.253, 5.295], [-2.079, 2.217, 6.542], [-4.362, 2.137, 5.591], [-4.760, 1.051, 3.423], [-4.112, -2.303, -0.383], [-5.758, -1.971, -2.190], [-6.887, 0.209, -2.456], [-6.396, 2.075, -0.915], [-4.765, 1.782, 0.896], [-2.047, -3.291, -2.970], [-1.992, -2.149, -4.289], [-1.469, -1.039, -3.793], [-1.222, 0.135, -4.554], [-0.629, 1.183, -3.914], [-0.305, 1.089, -2.552], [-0.522, 0.028, -1.770], [-1.103, -1.089, -2.398], [-1.313, -2.212, -1.766], [-1.491, 0.172, -5.604], [-0.393, 2.101, -4.436], [0.183, 1.933, -2.090]]}

---

No. 2
{"formula": "C43H48CoN11PS3", "method": "wB97M-V/def2-TZVPD", "spin_multiplicity": 4, "charge": 2, "e_homo_ev": [-12.3, -12.3], "s2": 3.76, "relative_energy_kcal_mol": 0.00, "species": ["Co", "N", "C", "S", "N", "N", "C", "C", "C", "C", "C", "C", "C", "C", "C", "C", "C", "C", "N", "H", "H", "H", "H", "H", "H", "H", "H", "H", "H", "H", "S", "C", "C", "C", "C", "C", "C", "N", "C", "C", "C", "C", "C", "C", "C", "C", "N", "C", "C", "C", "C", "C", "S", "C", "H", "H", "H", "H", "H", "H", "H", "H", "H", "H", "H", "H", "C", "N", "C", "N", "C", "N", "C", "P", "C", "C", "H", "H", "H", "H", "H", "H", "H", "H", "H", "H", "H", "H", "H", "C", "C", "C", "C", "N", "N", "H", "H", "H", "H", "H", "H", "H", "H", "H", "H", "H", "H"], "xyz": [[0.576, 0.407, -0.155], [-3.036, -1.249, 1.705], [-1.867, -0.718, 1.312], [-1.590, -0.596, -0.403], [-1.039, -0.399, 2.296], [0.072, 0.249, 1.879], [0.959, 0.608, 2.746], [0.968, 0.307, 4.194], [2.187, -0.036, 4.784], [2.264, -0.332, 6.134], [1.121, -0.270, 6.919], [-0.092, 0.087, 6.347], [-0.175, 0.366, 4.991], [1.997, 1.520, 2.180], [2.592, 2.506, 2.964], [3.369, 3.476, 2.358], [3.547, 3.441, 0.981], [2.956, 2.411, 0.278], [2.211, 1.463, 0.856], [-3.748, -1.443, 1.023], [-3.280, -1.232, 2.682], [3.086, -0.082, 4.177], [3.214, -0.600, 6.576], [1.176, -0.503, 7.974], [-0.981, 0.148, 6.960], [-1.121, 0.642, 4.551], [2.402, 2.528, 4.028], [3.818, 4.262, 2.951], [4.122, 4.195, 0.464], [3.076, 2.335, -0.798], [-0.410, 5.080, 3.168], [-0.551, 6.657, 3.805], [-0.654, 7.591, 2.822], [-0.616, 7.016, 1.526], [-0.488, 5.656, 1.543], [-0.382, 4.744, 0.399], [-0.306, 3.352, 0.597], [-0.099, 2.485, -0.368], [0.003, 2.940, -1.634], [-0.177, 4.284, -1.963], [-0.194, 4.667, -3.353], [-0.054, 3.746, -4.328], [0.174, 2.358, -4.011], [0.316, 1.358, -4.982], [0.536, 0.047, -4.607], [0.674, -0.204, -3.231], [0.565, 0.716, -2.298], [0.264, 1.979, -2.669], [0.636, -1.050, -5.576], [0.262, -1.053, -6.887], [0.494, -2.297, -7.535], [1.041, -3.221, -6.704], [1.273, -2.592, -5.131], [-0.341, 5.191, -0.908], [-0.555, 6.807, 4.872], [-0.756, 8.649, 3.013], [-0.695, 7.601, 0.620], [-0.432, 2.935, 1.592], [-0.348, 5.709, -3.599], [-0.104, 4.036, -5.370], [0.246, 1.626, -6.029], [0.870, -1.214, -2.884], [-0.188, -0.204, -7.383], [0.257, -2.492, -8.570], [1.319, -4.239, -6.925], [-0.434, 6.246, -1.132], [5.104, -2.699, -1.549], [3.928, -3.612, -1.180], [4.072, -4.006, 0.300], [4.193, -2.862, 1.132], [5.301, -2.013, 0.700], [5.134, -1.575, -0.683], [3.982, -0.676, -0.836], [2.335, -1.461, -0.359], [2.626, -2.926, -1.462], [2.939, -2.119, 1.264], [4.968, -2.409, -2.589], [6.011, -3.294, -1.443], [3.973, -4.464, -1.741], [4.965, -4.629, 0.359], [3.189, -4.591, 0.555], [6.235, -2.570, 0.788], [5.352, -1.141, 1.349], [3.924, -0.345, -1.877], [4.166, 0.201, -0.223], [2.666, -2.568, -2.493], [1.793, -3.634, -1.392], [2.177, -2.747, 1.721], [3.102, -1.265, 1.924], [-0.452, -6.157, -0.695], [-1.180, -4.867, -1.060], [-2.343, -4.615, -0.097], [-1.695, -4.953, -2.492], [-0.201, -3.752, -1.064], [0.228, -3.298, 0.233], [-1.154, -6.990, -0.650], [0.030, -6.098, 0.286], [0.307, -6.390, -1.444], [-3.136, -5.345, -0.265], [-2.759, -3.617, -0.258], [-2.039, -4.699, 0.948], [-2.320, -5.837, -2.617], [-0.862, -5.017, -3.195], [-2.297, -4.076, -2.744], [-0.650, -2.944, -1.488], [0.371, -4.119, 0.814], [-0.520, -2.762, 0.673]]}

---

Question: What is the formula in the second record?
Answer: C43H48CoN11PS3